Here is a cluster of 12 separate species, C20H63BN27O15 in total in a non-equilibrium geometry from the Open Molecules 2025 dataset. Energies are from ωB97M-V/def2-TZVPD.

Output
- Charge: +1
- LUMO: -3.9 eV
- Gap between HOMO and LUMO: 0.24604 Eh
- Largest force on an atom: 8.67 eV/A
- Energy above the lowest of the compared OMol25 structures with the same formula, charge and spin: 359.05 kJ/mol

Last column: Löwdin charge in e.
Cartesian coordinates (Å):
C1 -3.09 -0.85 -0.62  0.010
C2 -2.36 0.32 -1.50  -0.380
O1 -2.98 1.41 -1.67  -0.005
O2 -1.08 -0.02 -2.04  -0.071
C3 -0.36 1.14 -2.54  -0.177
C4 1.23 0.82 -2.28  -0.120
C5 1.61 1.49 -0.86  -0.184
N1 0.53 1.27 0.20  0.041
C6 0.68 2.33 1.24  -0.171
N2 1.69 2.10 2.29  0.170
N3 -0.07 3.46 1.24  0.077
N4 -1.03 3.56 0.22  0.179
C7 -1.31 4.83 -0.04  -0.072
O3 -1.86 5.97 -0.02  0.160
B1 0.11 4.57 2.29  -0.458
O4 1.03 5.66 1.96  0.103
N5 -0.57 4.61 3.62  -0.128
C8 -2.05 4.88 3.52  -0.077
C9 -0.26 3.41 4.47  -0.101
H1 -2.87 -1.83 -1.22  0.084
H2 -2.66 -0.93 0.44  0.087
H3 -4.21 -0.61 -0.67  0.082
H4 -0.57 2.12 -1.99  0.101
H5 -0.52 1.22 -3.68  0.138
H6 1.43 -0.32 -2.32  0.134
H7 1.82 1.33 -3.14  0.117
H8 1.80 2.61 -1.00  0.131
H9 2.60 0.98 -0.51  0.130
H10 0.71 0.33 0.62  0.138
H11 1.86 1.07 2.28  0.080
H12 2.56 2.64 2.10  0.133
H13 0.44 6.43 1.72  0.128
H14 -2.49 4.71 2.46  0.074
H15 -2.69 4.24 4.25  0.111
H16 -2.21 6.01 3.78  0.090
H17 -0.66 2.43 4.02  0.091
H18 0.90 3.40 4.62  0.103
H19 -0.71 3.61 5.52  0.116
C10 1.63 -1.61 3.92  -0.695
O5 2.20 -1.17 2.93  0.000
N6 2.12 -1.45 5.18  0.159
N7 0.47 -2.30 3.86  0.159
H20 1.67 -1.80 6.00  0.102
H21 2.99 -0.94 5.27  0.113
H22 0.08 -2.44 2.94  0.110
H23 -0.01 -2.67 4.66  0.102
C11 -5.18 -4.21 -1.00  -0.699
O6 -4.28 -3.72 -1.66  -0.012
N8 -6.48 -3.88 -1.17  0.161
N9 -4.96 -5.13 -0.03  0.160
H24 -7.24 -4.27 -0.64  0.093
H25 -6.69 -3.19 -1.88  0.107
H26 -4.01 -5.41 0.13  0.106
H27 -5.70 -5.55 0.52  0.052
C12 4.89 1.73 -3.00  -0.702
O7 4.69 0.57 -2.66  -0.001
N10 5.00 2.10 -4.30  0.179
N11 5.02 2.75 -2.11  0.153
H28 5.16 3.04 -4.60  0.103
H29 4.91 1.37 -4.99  0.095
H30 4.94 2.51 -1.14  0.100
H31 5.18 3.70 -2.38  0.098
C13 -3.70 7.97 5.90  -0.684
O8 -3.01 7.08 5.41  -0.001
N12 -3.70 9.24 5.42  0.156
N13 -4.52 7.76 6.95  0.157
H32 -4.25 9.98 5.81  0.101
H33 -3.09 9.43 4.64  0.110
H34 -4.55 6.83 7.33  0.111
H35 -5.10 8.47 7.36  0.101
C14 -8.73 -0.86 0.59  -0.709
O9 -9.23 -1.89 1.03  0.005
N14 -7.43 -0.79 0.20  0.154
N15 -9.42 0.29 0.46  0.158
H36 -7.01 0.04 -0.17  0.086
H37 -6.88 -1.63 0.28  0.082
H38 -10.39 0.28 0.75  0.109
H39 -9.03 1.15 0.11  0.086
C15 7.93 -2.10 -2.35  -0.685
O10 7.44 -3.14 -1.92  0.006
N16 9.23 -2.02 -2.74  0.155
N17 7.22 -0.96 -2.49  0.170
H40 9.65 -1.18 -3.10  0.102
H41 9.79 -2.85 -2.65  0.109
H42 6.25 -0.98 -2.22  0.083
H43 7.61 -0.10 -2.85  0.099
C16 10.06 -2.31 -6.72  -0.711
O11 9.97 -1.11 -6.89  0.015
N18 9.20 -3.00 -5.94  0.149
N19 11.03 -3.06 -7.30  0.146
H44 9.26 -3.99 -5.78  0.097
H45 8.46 -2.48 -5.49  0.097
H46 11.69 -2.58 -7.89  0.109
H47 11.12 -4.05 -7.17  0.094
C17 -5.92 2.84 1.40  -0.703
O12 -7.12 2.88 1.21  0.018
N20 -5.38 2.74 2.64  0.156
N21 -5.02 2.90 0.39  0.161
H48 -4.39 2.71 2.82  0.076
H49 -6.01 2.70 3.42  0.112
H50 -5.38 2.97 -0.54  0.110
H51 -4.02 2.87 0.53  0.069
C18 5.83 -4.39 1.17  -0.709
O13 4.91 -3.86 0.55  0.012
N22 7.08 -4.49 0.67  0.157
N23 5.67 -4.91 2.41  0.137
H52 7.85 -4.92 1.16  0.094
H53 7.25 -4.11 -0.25  0.054
H54 4.75 -4.85 2.82  0.099
H55 6.40 -5.35 2.93  0.090
C19 -8.01 -7.38 1.19  -0.673
O14 -7.11 -6.90 0.52  0.002
N24 -9.31 -7.04 1.01  0.163
N25 -7.80 -8.30 2.15  0.158
H56 -10.07 -7.43 1.55  0.102
H57 -9.52 -6.36 0.30  0.113
H58 -6.84 -8.59 2.31  0.111
H59 -8.52 -8.72 2.71  0.101
C20 3.40 -1.15 -5.81  -0.710
O15 4.30 -0.65 -6.47  0.011
N26 2.09 -0.83 -5.99  0.151
N27 3.62 -2.07 -4.84  0.167
H60 1.34 -1.23 -5.47  0.093
H61 1.88 -0.14 -6.71  0.107
H62 4.58 -2.33 -4.68  0.110
H63 2.89 -2.49 -4.30  0.099